No. 1
{
  "formula": "C3H7NO",
  "method": "wB97M-V/def2-TZVPD",
  "e_lumo_ev": 0.906,
  "de_lowest_kj_mol": 306.3,
  "spin_multiplicity": 1,
  "smiles": "O=C[C@H]1CN1.[H][H]",
  "homo_energy_ev": -9.9,
  "elements": ["O", "C", "C", "C", "N", "H", "H", "H", "H", "H", "H", "H"],
  "coordinates": [[-0.31557, 1.12752, -1.50407], [0.66972, 1.18312, -0.80879], [0.95266, 0.23144, 0.30872], [-0.18321, -0.28997, 1.12295], [0.44194, -1.12994, 0.12582], [1.42438, 1.98308, -0.95794], [1.90867, 0.37032, 0.81140], [-1.18848, 0.03928, 0.87158], [0.00538, -0.47753, 2.17860], [1.07885, -1.79494, 0.55637], [-2.03716, -0.52919, -1.38212], [-2.75719, -0.71318, -1.32253]],
  "mulliken_charge": [-0.4178, -0.1928, 0.2072, -0.4560, -0.5058, 0.2983, 0.3886, 0.1910, 0.2671, 0.2402, -0.1634, 0.1435]
}


No. 2
{
  "formula": "C28H39N2O4",
  "method": "wB97M-V/def2-TZVPD",
  "e_lumo_ev": -2.782,
  "de_lowest_kj_mol": 7.2,
  "spin_multiplicity": 1,
  "charge": 1,
  "smiles": "CCCCCCCCCCOC(=O)Cn1c(COc2cccc(OC)c2)[n+](C)c2ccccc21",
  "homo_energy_ev": -11.0,
  "elements": ["C", "C", "C", "C", "C", "C", "C", "C", "C", "C", "O", "C", "O", "C", "N", "C", "C", "O", "C", "C", "C", "C", "C", "O", "C", "C", "N", "C", "C", "C", "C", "C", "C", "C", "H", "H", "H", "H", "H", "H", "H", "H", "H", "H", "H", "H", "H", "H", "H", "H", "H", "H", "H", "H", "H", "H", "H", "H", "H", "H", "H", "H", "H", "H", "H", "H", "H", "H", "H", "H", "H", "H", "H"],
  "coordinates": [[-1.48459, -4.02644, -7.76333], [-0.57929, -3.09358, -6.96881], [-0.90546, -3.12158, -5.47761], [-0.01114, -2.18083, -4.67388], [-0.34390, -2.21099, -3.18381], [0.54796, -1.26558, -2.38233], [0.14016, -1.14220, -0.91414], [0.24546, -2.43747, -0.10471], [1.65045, -3.03597, -0.00708], [2.65948, -2.14172, 0.70808], [2.26185, -1.93764, 2.07951], [1.77915, -0.77279, 2.41948], [1.67982, 0.21463, 1.74087], [1.29995, -0.77713, 3.89117], [0.78525, 0.52441, 4.21496], [-0.36228, 1.05010, 3.75260], [-1.37757, 0.22340, 3.01373], [-2.45312, 0.92494, 2.48032], [-2.30266, 1.51001, 1.22872], [-3.48453, 1.86505, 0.58572], [-3.41901, 2.45434, -0.65972], [-2.20167, 2.69206, -1.27764], [-1.02299, 2.34459, -0.62846], [0.22492, 2.52563, -1.11959], [0.37352, 3.08005, -2.40829], [-1.07810, 1.75929, 0.64210], [-0.46542, 2.32606, 4.12434], [-1.54802, 3.24337, 3.87197], [0.68308, 2.66996, 4.81407], [1.09541, 3.86563, 5.38874], [2.32443, 3.86750, 6.01595], [3.12261, 2.72258, 6.07102], [2.72303, 1.53097, 5.50082], [1.48710, 1.51982, 4.86839], [-1.37585, -5.05158, -7.41618], [-1.23350, -3.99428, -8.82053], [-2.52673, -3.73593, -7.64944], [-0.69129, -2.07350, -7.34336], [0.46270, -3.38670, -7.11555], [-0.78697, -4.14121, -5.10321], [-1.95047, -2.83689, -5.33286], [1.03400, -2.46540, -4.81742], [-0.12902, -1.16224, -5.05152], [-1.38918, -1.92469, -3.04312], [-0.22711, -3.23337, -2.81965], [0.49020, -0.26947, -2.82692], [1.58727, -1.58984, -2.46025], [0.74636, -0.36234, -0.45003], [-0.89997, -0.80617, -0.87267], [-0.40936, -3.18841, -0.54747], [-0.13035, -2.25072, 0.90757], [2.03913, -3.23773, -1.00421], [1.59138, -3.98550, 0.52841], [2.75273, -1.17024, 0.21787], [3.63491, -2.62947, 0.75490], [2.14352, -1.00851, 4.54262], [0.53923, -1.54977, 4.02447], [-1.81666, -0.48775, 3.72988], [-0.86028, -0.35032, 2.23048], [-4.42606, 1.66515, 1.06863], [-4.33078, 2.72763, -1.16694], [-2.18575, 3.14384, -2.25530], [-0.11409, 2.46247, -3.16803], [-0.02398, 4.09800, -2.45523], [1.44546, 3.10323, -2.59538], [-0.13672, 1.51193, 1.10600], [-1.55747, 3.99701, 4.65618], [-1.41370, 3.73177, 2.90451], [-2.49903, 2.71576, 3.86694], [0.49276, 4.75757, 5.34506], [2.68158, 4.77616, 6.47333], [4.07715, 2.77380, 6.56971], [3.35207, 0.65722, 5.54551]],
  "mulliken_charge": [-1.2855, -0.3102, -0.6411, -0.7538, -0.5748, -0.8956, 0.2921, -1.0202, -0.8781, -0.6723, -0.3566, 1.1168, -0.5138, -1.5297, 0.3190, 0.4300, -0.3151, -0.4463, 0.6256, -0.9327, -0.6685, -0.6714, 0.0314, -0.3392, -0.9975, 0.1713, 0.2941, -1.0247, 0.7364, -0.9919, -0.6713, -0.7662, -0.9328, 1.2271, 0.3261, 0.3861, 0.3244, 0.3194, 0.3242, 0.3416, 0.3394, 0.3309, 0.3254, 0.2868, 0.2444, 0.1646, 0.2846, 0.0586, 0.4443, 0.6190, 0.3070, 0.3923, 0.4306, 0.3693, 0.3829, 0.4773, 0.2727, 0.4494, 0.0633, 0.4994, 0.4128, 0.4827, 0.3787, 0.3875, 0.2466, 0.5408, 0.4677, 0.2697, 0.4027, 0.3904, 0.4161, 0.4150, 0.3710]
}


No. 3
{
  "formula": "H10O5",
  "method": "wB97M-V/def2-TZVPD",
  "e_lumo_ev": 0.308,
  "de_lowest_kj_mol": 134.2,
  "spin_multiplicity": 1,
  "smiles": "O.O.O.O.O",
  "homo_energy_ev": -11.2,
  "elements": ["O", "H", "H", "O", "H", "H", "O", "H", "H", "O", "H", "H", "O", "H", "H"],
  "coordinates": [[4.18861, -0.12359, -2.54287], [3.47572, 0.28915, -2.05536], [4.93962, -0.08231, -1.95083], [-4.38778, -0.00175, 0.08431], [-4.97451, -0.16766, 0.82217], [-4.97146, 0.21905, -0.64149], [2.93644, 2.83961, 3.19331], [2.18294, 2.33831, 2.88160], [3.31280, 2.29988, 3.88849], [-2.01623, -3.75596, -0.73483], [-2.24774, -2.87411, -0.44329], [-2.85297, -4.21730, -0.79174], [0.52395, 1.13605, -0.59209], [0.06353, 0.32935, -0.36081], [-0.17287, 1.77135, -0.75660]],
  "mulliken_charge": [-0.6429, 0.3216, 0.3165, -0.6410, 0.3208, 0.3219, -0.6366, 0.3174, 0.3192, -0.6344, 0.3150, 0.3173, -0.6281, 0.3168, 0.3167]
}


Number 1: maximum force 0.6 eV/A. Number 2: maximum force 1.0 eV/A. Number 3: maximum force 0.3 eV/A.